{
  "formula": "C26H23Br2N5O3Rh",
  "method": "ωB97M-V/def2-TZVPD",
  "elements": ["Rh", "Br", "C", "C", "C", "Br", "C", "C", "C", "C", "N", "C", "C", "O", "H", "H", "H", "H", "N", "C", "C", "N", "H", "H", "H", "H", "H", "H", "H", "H", "O", "C", "N", "C", "C", "O", "N", "C", "C", "C", "C", "C", "C", "C", "C", "C", "C", "C", "C", "H", "H", "H", "H", "H", "H", "H", "H", "H", "H", "H"],
  "xyz": [[0.294, -0.044, 0.168], [-0.031, 4.797, -1.633], [-0.710, 4.247, 0.022], [-1.470, 5.100, 0.796], [-1.968, 4.676, 2.017], [-2.962, 5.901, 3.036], [-1.740, 3.353, 2.511], [-2.254, 2.843, 3.715], [-1.961, 1.551, 4.070], [-1.161, 0.775, 3.227], [-0.690, 1.222, 2.078], [-0.965, 2.484, 1.723], [-0.409, 2.913, 0.446], [0.297, 2.133, -0.229], [-1.678, 6.101, 0.446], [-2.870, 3.466, 4.349], [-2.344, 1.119, 4.985], [-0.907, -0.235, 3.516], [1.019, -2.122, -0.864], [1.253, -2.073, -2.308], [1.926, -0.748, -2.625], [1.093, 0.321, -2.066], [1.886, -2.264, -0.356], [0.381, -2.865, -0.609], [0.286, -2.122, -2.813], [1.864, -2.904, -2.668], [2.074, -0.649, -3.702], [2.903, -0.707, -2.141], [0.228, 0.409, -2.592], [1.552, 1.223, -2.090], [1.187, -1.389, 1.895], [0.046, -1.874, 2.037], [-0.384, -2.710, 2.999], [-1.825, -2.925, 2.905], [-2.130, -2.080, 1.605], [-3.223, -1.906, 1.118], [-0.959, -1.537, 1.186], [-2.168, -4.404, 2.708], [-3.383, -4.799, 2.153], [-3.682, -6.145, 2.003], [-2.779, -7.114, 2.413], [-1.579, -6.729, 2.989], [-1.276, -5.384, 3.136], [-2.546, -2.336, 4.123], [-3.849, -1.853, 4.040], [-4.475, -1.323, 5.160], [-3.815, -1.271, 6.378], [-2.524, -1.768, 6.474], [-1.896, -2.298, 5.356], [0.204, -3.023, 3.750], [-4.098, -4.056, 1.834], [-4.627, -6.434, 1.564], [-3.011, -8.164, 2.289], [-0.876, -7.476, 3.333], [-0.334, -5.107, 3.592], [-4.376, -1.883, 3.098], [-5.490, -0.955, 5.077], [-4.307, -0.858, 7.249], [-2.003, -1.757, 7.423], [-0.894, -2.693, 5.467]],
  "atomic_forces_ev_per_a": [[-0.155, -0.702, -0.433], [-0.111, -0.008, 0.227], [0.128, 0.211, -0.343], [0.060, -0.006, -0.105], [-0.234, 0.337, 0.233], [0.164, -0.224, -0.202], [0.096, -0.267, -0.070], [0.033, 0.029, -0.021], [-0.021, -0.006, 0.066], [-0.014, 0.057, 0.048], [0.138, 0.075, -0.210], [-0.256, -0.011, 0.379], [0.202, -0.165, -0.111], [-0.188, 0.504, 0.122], [0.009, 0.004, 0.021], [-0.006, 0.006, -0.010], [0.026, -0.022, -0.008], [-0.009, 0.016, -0.025], [0.036, 0.157, 0.068], [0.070, 0.140, 0.014], [-0.086, -0.199, -0.006], [-0.059, 0.044, 0.275], [0.000, -0.120, 0.061], [-0.041, 0.014, 0.057], [-0.007, -0.037, 0.007], [-0.020, -0.006, -0.017], [0.018, 0.030, 0.012], [0.009, 0.040, -0.010], [0.015, 0.079, -0.091], [-0.008, 0.049, -0.007], [0.096, 0.012, 0.110], [-0.222, -0.195, 0.076], [0.032, -0.017, 0.052], [-0.134, -0.073, -0.261], [-0.281, 0.032, 0.377], [0.141, -0.181, 0.049], [0.474, 0.234, -0.326], [0.051, -0.051, 0.095], [0.031, 0.086, 0.063], [0.011, 0.008, 0.000], [-0.020, -0.014, -0.009], [0.038, -0.061, 0.044], [-0.050, 0.104, -0.030], [0.039, 0.007, 0.052], [-0.019, -0.022, -0.034], [0.005, -0.006, 0.010], [-0.048, 0.033, 0.008], [0.059, -0.022, 0.046], [-0.047, 0.007, -0.068], [0.061, 0.039, -0.037], [-0.014, 0.086, -0.053], [0.007, 0.004, -0.003], [-0.006, 0.010, 0.018], [0.002, 0.006, -0.021], [-0.003, -0.057, -0.042], [0.023, -0.004, -0.051], [0.008, 0.003, -0.005], [0.003, -0.018, -0.001], [-0.009, 0.012, -0.005], [-0.015, 0.019, 0.029]],
  "multiplicity": 5,
  "gap_ha": [0.27673, 0.19493],
  "homo_energy_ev": [-11.054, -11.091],
  "largest_force_ev_per_a": 0.84,
  "s_squared": 6.038,
  "total_charge": 1
}

{
  "formula": "C9H10N2",
  "method": "ωB97M-V/def2-TZVPD",
  "elements": ["C", "C", "C", "C", "C", "C", "C", "N", "C", "N", "C", "H", "H", "H", "H", "H", "H", "H", "H", "H", "H"],
  "xyz": [[-0.282, 0.293, 3.491], [-0.186, 0.079, 1.984], [0.590, -0.976, 1.433], [0.705, -1.114, 0.082], [0.086, -0.143, -0.719], [-0.647, 0.927, -0.210], [-0.857, 0.951, 1.140], [-1.147, 1.732, -1.250], [-0.616, 1.193, -2.296], [0.069, 0.044, -2.085], [0.658, -0.763, -3.125], [-0.957, 1.151, 3.718], [-0.705, -0.552, 4.097], [0.708, 0.521, 3.881], [1.084, -1.708, 2.086], [1.300, -1.942, -0.320], [-1.459, 1.768, 1.574], [-0.720, 1.492, -3.330], [0.235, -1.800, -3.032], [0.388, -0.327, -4.102], [1.753, -0.824, -3.014]],
  "atomic_forces_ev_per_a": [[-0.897, -0.035, 0.287], [-0.311, -0.369, 0.411], [-0.328, 0.235, 1.072], [0.275, -0.155, -0.980], [0.626, -0.507, -0.322], [-0.598, -0.544, -1.009], [-0.172, 1.306, 1.808], [0.639, 0.054, 0.907], [-0.481, -0.344, -1.030], [0.508, 0.026, -0.081], [-0.196, -0.956, 0.212], [0.610, -0.479, -0.244], [0.497, 0.411, -0.814], [0.031, 0.029, 0.174], [-0.242, 0.442, -0.188], [-0.312, 0.397, -0.073], [0.296, -0.513, -0.218], [-0.230, 0.381, 0.121], [0.447, 0.855, -0.353], [0.207, -0.314, 0.459], [-0.370, 0.081, -0.140]],
  "gap_ha": 0.33403,
  "homo_energy_ev": -8.297,
  "smiles": "Cc1ccc2c(c1)ncn2C",
  "largest_force_ev_per_a": 2.24
}

{
  "formula": "C37H36GaN7O3S",
  "method": "ωB97M-V/def2-TZVPD",
  "elements": ["Ga", "C", "O", "C", "C", "C", "C", "C", "C", "N", "N", "C", "O", "C", "C", "C", "C", "C", "C", "C", "O", "H", "H", "H", "H", "H", "H", "H", "H", "H", "H", "H", "H", "S", "C", "N", "N", "C", "C", "C", "C", "C", "C", "N", "N", "C", "C", "C", "C", "C", "C", "H", "H", "H", "H", "H", "H", "H", "H", "H", "H", "H", "C", "N", "C", "C", "C", "C", "C", "C", "C", "C", "H", "H", "H", "H", "H", "H", "H", "H", "H", "H", "H", "H", "H"],
  "xyz": [[-1.048, 1.576, 0.470], [-4.232, 5.236, 0.669], [-4.775, 4.022, 1.169], [-4.883, 3.040, 0.214], [-6.130, 2.659, -0.222], [-6.287, 1.642, -1.170], [-5.169, 1.031, -1.680], [-3.886, 1.387, -1.233], [-2.748, 0.756, -1.847], [-1.551, 0.850, -1.393], [-0.549, 0.262, -2.146], [0.591, 0.456, -1.557], [0.742, 1.091, -0.431], [1.803, -0.083, -2.232], [1.713, -1.223, -3.026], [2.848, -1.743, -3.629], [4.079, -1.121, -3.458], [4.170, 0.025, -2.681], [3.036, 0.538, -2.067], [-3.716, 2.391, -0.254], [-2.545, 2.764, 0.205], [-4.136, 5.910, 1.519], [-4.905, 5.682, -0.070], [-3.253, 5.074, 0.214], [-6.989, 3.168, 0.196], [-7.276, 1.353, -1.500], [-5.260, 0.253, -2.429], [-2.896, 0.185, -2.763], [0.752, -1.705, -3.143], [2.770, -2.638, -4.233], [4.963, -1.525, -3.934], [5.124, 0.524, -2.561], [3.098, 1.441, -1.474], [-1.889, -0.179, 1.783], [-1.593, -1.706, 0.996], [-2.530, -2.519, 0.720], [-2.084, -3.791, 0.245], [-1.865, -3.921, -1.141], [-1.741, -5.210, -1.666], [-1.506, -5.397, -3.015], [-1.384, -4.306, -3.870], [-1.499, -3.029, -3.346], [-1.733, -2.830, -1.992], [-0.220, -2.012, 0.694], [0.420, -2.386, 1.678], [1.788, -2.716, 1.392], [2.554, -3.073, 2.493], [3.899, -3.377, 2.328], [4.469, -3.318, 1.063], [3.689, -2.975, -0.039], [2.345, -2.683, 0.119], [-2.780, -4.456, 0.551], [-1.825, -6.063, -1.002], [-1.415, -6.404, -3.404], [-1.204, -4.454, -4.927], [-1.407, -2.162, -3.990], [-1.814, -1.828, -1.602], [2.077, -3.110, 3.464], [4.499, -3.664, 3.182], [5.517, -3.555, 0.930], [4.128, -2.940, -1.028], [1.723, -2.430, -0.727], [3.656, 0.242, 1.498], [2.934, 1.400, 2.091], [2.962, 2.575, 1.171], [1.521, 0.990, 2.499], [0.720, 2.207, 2.848], [1.050, 2.874, 4.027], [0.437, 4.072, 4.351], [-0.524, 4.585, 3.492], [-0.875, 3.893, 2.340], [-0.262, 2.691, 1.973], [4.686, 0.527, 1.295], [3.150, -0.020, 0.572], [3.621, -0.598, 2.188], [3.407, 1.678, 2.950], [2.293, 2.356, 0.343], [3.987, 2.710, 0.832], [2.615, 3.454, 1.706], [1.648, 0.301, 3.336], [1.115, 0.449, 1.651], [1.781, 2.444, 4.709], [0.690, 4.588, 5.269], [-1.023, 5.515, 3.735], [-1.667, 4.283, 1.714]],
  "atomic_forces_ev_per_a": [[0.062, 0.024, -0.038], [0.003, 0.008, -0.008], [-0.004, -0.001, 0.007], [-0.015, -0.005, -0.004], [0.004, 0.005, 0.007], [0.005, -0.003, -0.003], [-0.007, 0.013, 0.003], [0.005, -0.006, 0.003], [0.002, -0.013, -0.022], [-0.031, 0.014, 0.006], [0.018, 0.002, 0.004], [-0.006, -0.010, -0.010], [-0.021, 0.000, 0.006], [-0.013, 0.016, 0.004], [0.016, 0.013, -0.002], [-0.009, 0.000, -0.001], [0.004, 0.003, -0.005], [0.002, 0.002, 0.003], [0.002, -0.013, -0.002], [0.027, 0.001, -0.043], [-0.028, -0.049, 0.068], [0.004, 0.001, 0.000], [-0.002, 0.001, 0.004], [-0.005, 0.000, 0.001], [-0.002, -0.002, -0.002], [-0.001, 0.001, 0.000], [-0.001, -0.001, 0.000], [0.001, -0.005, 0.002], [0.001, -0.002, 0.003], [0.002, -0.001, -0.001], [-0.002, -0.003, -0.002], [-0.001, 0.001, 0.002], [0.005, 0.002, -0.002], [-0.024, 0.043, 0.039], [0.030, -0.037, -0.038], [0.027, -0.071, 0.021], [-0.043, 0.084, 0.000], [-0.007, -0.030, 0.000], [-0.017, 0.007, 0.008], [0.003, 0.001, 0.004], [0.001, -0.001, -0.005], [0.003, -0.020, -0.009], [0.013, 0.013, 0.003], [0.013, 0.165, 0.005], [-0.024, -0.143, -0.079], [0.017, 0.034, 0.075], [0.013, 0.014, 0.017], [-0.014, 0.012, -0.011], [-0.005, 0.009, -0.002], [0.023, -0.006, -0.004], [-0.038, -0.027, 0.000], [0.018, -0.019, 0.000], [-0.003, -0.002, -0.004], [0.000, 0.000, 0.000], [0.000, -0.002, 0.001], [-0.004, 0.005, 0.003], [-0.002, 0.006, -0.003], [0.004, -0.008, -0.005], [0.001, 0.000, 0.001], [0.000, -0.002, 0.000], [-0.005, -0.002, 0.003], [-0.005, -0.012, 0.006], [-0.003, 0.021, -0.008], [0.001, -0.016, 0.006], [0.004, -0.004, -0.003], [0.006, 0.006, -0.012], [-0.007, -0.002, 0.018], [-0.012, 0.006, 0.004], [0.003, -0.004, -0.004], [0.005, -0.004, 0.001], [-0.010, 0.010, -0.018], [0.029, -0.013, 0.005], [0.002, -0.002, 0.009], [0.008, -0.008, 0.000], [-0.014, -0.002, -0.005], [0.015, -0.001, -0.009], [0.001, 0.004, -0.001], [0.000, 0.006, 0.003], [-0.005, -0.002, 0.000], [-0.005, 0.008, 0.005], [-0.008, -0.006, 0.004], [0.001, -0.001, -0.001], [0.000, 0.000, 0.000], [-0.003, 0.001, -0.003], [0.004, 0.001, 0.005]],
  "gap_ha": 0.26645,
  "homo_energy_ev": -7.425,
  "largest_force_ev_per_a": 0.17
}